No. 1
Below is one molecule with the formula C19H21NO2, with properties calculated with ωB97M-V with the def2-TZVPD basis set.

Computed properties:
**SMILES**: COC[C@H](C)NC(=O)/C(=C/c1ccccc1)c1ccccc1
**Gap between HOMO and LUMO**: 0.3239 hartree
**Lowest unoccupied orbital energy**: 0.411 eV
**E_HOMO**: -8.40 eV

Geometry as XYZ:
```
43
Properties=species:S:1:pos:R:3:lowdin_charge:R:1
C -6.033 -1.397 0.964 -0.11
O -5.299 -0.405 0.297 -0.19
C -3.924 -0.690 0.228 -0.20
C -3.202 0.497 -0.427 -0.34
C -3.707 0.734 -1.843 -0.04
N -1.773 0.268 -0.429 0.10
C -0.934 0.812 0.484 -0.44
O -1.302 1.570 1.356 0.08
C 0.496 0.385 0.309 -0.10
C 0.788 -0.923 0.301 0.01
C 2.118 -1.524 0.262 -0.22
C 3.213 -0.950 0.908 -0.03
C 4.454 -1.555 0.855 -0.07
C 4.626 -2.741 0.160 -0.09
C 3.542 -3.331 -0.469 -0.09
C 2.298 -2.733 -0.409 -0.04
C 1.474 1.471 0.150 -0.20
C 1.484 2.561 1.016 -0.02
C 2.397 3.584 0.835 -0.07
C 3.301 3.538 -0.213 -0.09
C 3.283 2.465 -1.089 -0.08
C 2.376 1.439 -0.913 -0.04
H -5.692 -1.517 2.000 0.09
H -5.951 -2.366 0.453 0.09
H -7.071 -1.072 0.959 0.09
H -3.513 -0.852 1.237 0.13
H -3.755 -1.608 -0.362 0.13
H -3.378 1.383 0.192 0.15
H -4.781 0.889 -1.815 0.08
H -3.229 1.610 -2.274 0.08
H -3.495 -0.130 -2.471 0.08
H -1.405 -0.364 -1.122 0.14
H -0.028 -1.636 0.352 0.12
H 3.082 -0.036 1.466 0.12
H 5.292 -1.100 1.362 0.10
H 5.598 -3.209 0.117 0.10
H 3.667 -4.261 -1.003 0.10
H 1.454 -3.199 -0.900 0.11
H 0.774 2.597 1.827 0.11
H 2.402 4.422 1.516 0.10
H 4.013 4.338 -0.352 0.10
H 3.979 2.429 -1.916 0.10
H 2.359 0.605 -1.599 0.12
```

No. 2
Below is one molecule with the formula C19H21NO4S, with properties calculated with ωB97M-V with the def2-TZVPD basis set.

Computed properties:
**SMILES**: O=C(O)c1cccc(NS(=O)(=O)c2ccc(C3CCCCC3)cc2)c1
**Gap between HOMO and LUMO**: 0.3473 hartree
**Lowest unoccupied orbital energy**: 0.226 eV
**E_HOMO**: -9.22 eV

Geometry as XYZ:
```
46
Properties=species:S:1:pos:R:3:lowdin_charge:R:1
O 0.211 4.469 -0.034 0.11
C 0.518 3.436 -0.573 -0.49
O -0.110 3.008 -1.684 0.10
C 1.578 2.521 -0.102 -0.13
C 2.287 2.859 1.049 -0.01
C 3.263 2.006 1.528 -0.05
C 3.536 0.816 0.876 -0.01
C 2.829 0.474 -0.275 -0.31
N 3.101 -0.757 -0.885 -0.05
S 2.560 -2.115 -0.024 0.67
O 2.854 -3.247 -0.848 -0.28
O 3.096 -2.047 1.298 -0.27
C 0.802 -1.801 -0.006 -0.28
C 0.263 -0.987 0.968 -0.05
C -1.069 -0.625 0.888 0.00
C -1.863 -1.059 -0.171 -0.18
C -3.319 -0.687 -0.283 -0.29
C -3.596 0.790 0.009 -0.16
C -5.076 1.093 -0.201 -0.20
C -5.931 0.221 0.715 -0.21
C -5.645 -1.257 0.468 -0.20
C -4.162 -1.562 0.656 -0.15
C -1.294 -1.890 -1.133 -0.01
C 0.035 -2.259 -1.060 -0.05
C 1.851 1.330 -0.767 0.04
H -0.783 3.656 -1.942 0.13
H 2.055 3.788 1.547 0.12
H 3.819 2.267 2.416 0.11
H 4.278 0.130 1.248 0.11
H 2.777 -0.827 -1.840 0.12
H 0.892 -0.655 1.781 0.12
H -1.489 0.008 1.655 0.12
H -3.642 -0.894 -1.308 0.14
H -3.332 1.025 1.041 0.11
H -2.983 1.415 -0.645 0.12
H -5.271 2.147 0.005 0.11
H -5.346 0.899 -1.242 0.11
H -6.989 0.427 0.545 0.11
H -5.707 0.462 1.756 0.11
H -6.238 -1.870 1.151 0.11
H -5.940 -1.516 -0.552 0.11
H -3.968 -2.616 0.450 0.12
H -3.873 -1.364 1.692 0.12
H -1.902 -2.246 -1.955 0.12
H 0.492 -2.901 -1.797 0.11
H 1.297 1.072 -1.657 0.13
```

No. 3
Below is C19H22AuBr2N5O2P as an isolated structure, with properties calculated with ωB97M-V with the def2-TZVPD basis set.

Computed properties:
**Gap between HOMO and LUMO**: 0.1839 hartree
**Net charge**: +3
**Lowest unoccupied orbital energy**: -10.754 eV
**E_HOMO**: -15.76 eV

Geometry as XYZ:
```
52
Properties=species:S:1:pos:R:3:lowdin_charge:R:1
Au -1.321 -0.059 -0.078 1.14
N 6.939 -0.075 6.047 0.21
C 6.021 -0.098 5.359 -0.15
C 4.877 -0.122 4.491 -0.19
C 4.011 0.969 4.459 0.01
C 2.902 0.941 3.634 -0.01
C 2.673 -0.166 2.815 -0.19
C 3.548 -1.254 2.841 -0.01
C 4.642 -1.236 3.687 0.02
C 1.481 -0.199 1.946 -0.01
C 0.221 -0.150 2.539 -0.21
C -0.078 -0.242 3.907 0.06
C -1.453 -0.360 4.047 0.00
C -1.984 -0.333 2.770 -0.13
N -0.995 -0.198 1.852 -0.13
C 1.646 -0.345 0.566 -0.22
C 2.850 -0.482 -0.139 0.04
C 2.545 -0.667 -1.481 -0.01
C 1.166 -0.611 -1.594 -0.11
N 0.614 -0.403 -0.372 -0.10
H 4.209 1.829 5.084 0.14
H 2.230 1.789 3.606 0.13
H 3.359 -2.122 2.223 0.13
H 5.314 -2.081 3.731 0.14
H 0.663 -0.272 4.690 0.14
H -2.014 -0.472 4.959 0.13
H -3.015 -0.432 2.485 0.07
H 3.827 -0.450 0.313 0.14
H 3.235 -0.813 -2.295 0.12
H 0.572 -0.689 -2.485 0.08
Br -4.365 -2.103 -0.332 0.69
C -4.925 -0.479 0.477 -0.91
Br -3.608 0.981 0.224 0.78
H -5.024 -0.615 1.548 0.02
H -5.839 -0.106 0.027 0.03
N -1.030 2.936 -4.348 0.17
C -2.168 2.264 -3.618 -0.14
P -1.757 0.456 -3.537 0.46
O -0.561 0.301 -4.403 -0.30
O -1.741 -0.065 -2.111 -0.52
C -3.103 -0.472 -4.389 -0.16
N -2.510 -1.782 -4.833 0.18
H -0.420 2.186 -4.736 0.14
H -0.463 3.523 -3.733 0.18
H -1.355 3.529 -5.115 0.18
H -3.084 2.439 -4.182 0.12
H -2.288 2.712 -2.635 0.10
H -3.392 0.055 -5.298 0.12
H -3.982 -0.660 -3.776 0.11
H -2.352 -2.423 -4.050 0.18
H -1.599 -1.611 -5.283 0.16
H -3.117 -2.261 -5.505 0.19
```

No. 4
Below is a 3-piece molecular cluster, C19H22BBrNO3P2S2 overall, with properties calculated with ωB97M-V with the def2-TZVPD basis set.

Computed properties:
**Gap between HOMO and LUMO**: 0.2510 hartree
**Net charge**: -1
**Lowest unoccupied orbital energy**: 2.355 eV
**E_HOMO**: -4.48 eV

Geometry as XYZ:
```
51
Properties=species:S:1:pos:R:3:lowdin_charge:R:1
O 1.429 1.545 -0.267 -0.39
P 2.617 0.275 -0.126 0.62
Br 4.568 1.227 -0.770 0.27
C 2.649 -0.268 1.701 -0.53
C 1.499 -1.369 2.028 -0.07
C 0.369 -1.697 0.979 0.00
C -0.593 -2.803 1.512 -0.07
C -0.491 -3.513 2.868 -0.14
N 0.525 -3.154 3.793 0.00
C 1.422 -2.150 3.355 -0.07
O 2.750 0.862 2.620 -0.10
B 4.018 0.544 3.337 -1.00
P 4.775 1.835 4.543 0.37
S 3.283 2.933 5.249 -0.04
O 4.897 -0.081 2.307 -0.17
C 4.020 -1.170 1.874 -0.65
S 4.570 -2.205 0.428 0.66
H 1.875 2.187 -0.879 0.02
H 0.273 -1.182 -0.028 0.07
H -1.459 -3.120 0.823 0.06
H -1.233 -4.329 3.135 0.09
H 2.240 -1.867 4.119 0.11
H 3.629 -0.302 4.110 0.07
H 5.830 2.637 3.990 -0.05
H 5.261 1.084 5.689 -0.03
H 4.081 -1.887 2.760 0.11
H 4.300 -3.513 0.868 -0.12
C -5.377 -0.561 -2.061 -0.10
C -4.194 -0.355 -1.358 -0.09
C -3.434 -1.443 -0.939 -0.08
C -3.853 -2.738 -1.233 -0.09
C -5.034 -2.943 -1.940 -0.10
C -5.798 -1.856 -2.350 -0.10
H -5.971 0.287 -2.384 0.10
H -3.865 0.654 -1.135 0.09
H -2.516 -1.282 -0.385 0.08
H -3.258 -3.586 -0.911 0.09
H -5.359 -3.953 -2.170 0.10
H -6.722 -2.017 -2.896 0.10
C -1.453 2.794 -2.137 -0.10
C -0.924 4.078 -2.222 -0.10
C -0.444 4.556 -3.438 -0.10
C -0.502 3.751 -4.572 -0.10
C -1.034 2.468 -4.488 -0.10
C -1.505 1.988 -3.271 -0.09
H -1.823 2.421 -1.189 0.10
H -0.885 4.707 -1.339 0.10
H -0.026 5.554 -3.502 0.10
H -0.132 4.125 -5.521 0.10
H -1.081 1.842 -5.373 0.10
H -1.915 0.985 -3.204 0.09
```

No. 5
Below is C19H22BF4LiO7 as an isolated structure, with properties calculated with ωB97M-V with the def2-TZVPD basis set.

Computed properties:
**Gap between HOMO and LUMO**: 0.1831 hartree
**Lowest unoccupied orbital energy**: -1.732 eV
**E_HOMO**: -6.72 eV

Geometry as XYZ:
```
54
Properties=species:S:1:pos:R:3:lowdin_charge:R:1
Li -0.492 -5.298 -3.455 0.87
B 0.133 -2.599 -1.162 -1.24
F 0.908 -3.336 -0.205 0.08
F -0.153 -3.523 -2.131 0.10
F -0.919 -2.126 -0.506 0.22
F 1.037 -1.656 -1.837 0.06
C -2.803 -5.402 -2.234 -0.18
O -2.443 -5.225 -3.527 -0.16
H -3.917 -5.624 -2.083 0.13
H -2.290 -4.555 -1.522 0.14
H -2.243 -6.295 -1.894 0.08
H -3.175 -5.168 -4.083 0.08
C 4.478 3.531 -1.280 -0.09
C 4.303 2.205 -1.030 -0.03
C 3.067 1.615 -1.415 -0.31
C 2.113 2.362 -2.074 -0.03
C 2.227 3.769 -2.257 0.01
C 3.474 4.327 -1.778 -0.29
O 3.687 5.755 -1.899 -0.02
O 2.738 0.311 -1.116 0.03
H 5.500 3.968 -0.887 0.16
H 5.100 1.427 -0.615 0.16
H 1.105 2.059 -2.408 0.12
H 1.429 4.372 -2.645 0.10
H 4.148 5.781 -1.028 0.09
H 1.945 -0.137 -1.397 0.05
C -3.830 1.789 -1.244 -0.02
C -3.138 0.696 -0.637 0.02
C -3.821 -0.151 0.298 -0.31
C -5.213 0.099 0.538 0.01
C -5.888 1.163 -0.133 0.00
C -5.123 2.061 -0.933 -0.30
O -5.669 3.141 -1.602 0.09
O -3.193 -1.108 1.008 0.04
H -3.156 2.364 -1.741 0.08
H -2.103 0.478 -0.815 0.10
H -5.852 -0.340 1.242 0.09
H -6.858 1.284 0.187 0.08
H -6.508 2.991 -1.489 0.00
H -2.342 -1.363 0.572 0.09
C 1.523 -0.153 2.593 0.07
C 1.944 1.048 3.222 0.01
C 2.744 0.980 4.345 -0.41
C 3.273 -0.256 4.732 0.00
C 2.982 -1.472 4.069 0.00
C 2.078 -1.491 2.999 -0.32
O 1.876 -2.496 2.232 0.08
O 2.896 2.039 5.062 0.09
H 1.065 -0.171 1.636 0.08
H 1.715 1.895 2.990 0.02
H 4.002 -0.412 5.717 0.16
H 3.290 -2.249 4.165 -0.04
H 1.240 -2.734 1.526 0.11
H 3.122 1.805 5.938 0.09
```

No. 6
Below is C19H22CaN4O3S as an isolated structure, with properties calculated with ωB97M-V with the def2-TZVPD basis set.

Computed properties:
**Gap between HOMO and LUMO (spin up / spin down)**: 0.2654 / 0.2144 hartree
**Net charge**: +2
**Lowest unoccupied orbital energy (spin up / spin down)**: -6.875 / -8.254 eV
**E_HOMO (spin up / spin down)**: -14.10 / -14.09 eV

Geometry as XYZ:
```
50
Properties=species:S:1:pos:R:3:lowdin_charge:R:1
Ca -1.747 0.823 -0.571 1.47
C 4.109 -4.192 -0.367 -0.06
C 2.728 -3.536 -0.364 -0.56
C 1.953 -4.029 -1.593 -0.04
C 1.991 -3.961 0.912 -0.04
C 2.820 -2.005 -0.408 -0.14
C 4.054 -1.327 -0.450 0.01
C 4.140 0.051 -0.480 -0.04
C 2.947 0.767 -0.476 -0.44
S 2.716 2.481 -0.500 1.21
C 1.031 2.243 -0.470 -0.55
N 0.622 0.992 -0.451 -0.06
C 1.717 0.123 -0.446 -0.29
C 1.645 -1.266 -0.406 0.02
C 0.106 3.405 -0.451 -0.24
C 0.552 4.729 -0.332 -0.02
C -0.338 5.794 -0.324 -0.03
C -1.706 5.595 -0.430 -0.03
C -2.220 4.296 -0.551 -0.07
C -1.268 3.323 -0.541 -0.05
H 3.991 -5.276 -0.335 0.10
H 4.705 -3.903 0.500 0.09
H 4.676 -3.953 -1.269 0.09
H 1.899 -5.118 -1.586 0.10
H 2.437 -3.719 -2.520 0.10
H 0.927 -3.653 -1.605 0.06
H 1.931 -5.048 0.962 0.10
H 0.968 -3.577 0.941 0.07
H 2.510 -3.609 1.805 0.10
H 4.975 -1.890 -0.458 0.11
H 5.098 0.550 -0.507 0.13
H 0.700 -1.795 -0.362 0.07
H 1.614 4.930 -0.242 0.11
H 0.052 6.798 -0.236 0.13
H -2.387 6.436 -0.428 0.13
H -3.282 4.117 -0.650 0.12
C -6.477 0.756 0.453 0.04
O -5.499 0.859 1.536 0.04
C -4.246 0.737 1.241 -0.57
O -3.788 0.609 0.087 -0.16
N -3.421 0.771 2.304 0.05
N -2.037 0.668 2.059 0.02
H -7.434 0.825 0.955 0.11
H -6.358 -0.202 -0.042 0.11
H -6.332 1.582 -0.235 0.10
H -3.787 0.828 3.245 0.18
H -1.695 -0.192 2.485 0.12
H -1.569 1.444 2.521 0.12
O -2.224 -2.505 -1.340 0.11
N -1.795 -1.778 -0.581 0.04
```

No. 7
Below is one molecule with the formula C19H22ClNO2, with properties calculated with ωB97M-V with the def2-TZVPD basis set.

Computed properties:
**SMILES**: COc1cccc(CNC(=O)[C@H](c2ccc(Cl)cc2)C(C)C)c1
**Gap between HOMO and LUMO**: 0.3382 hartree
**Lowest unoccupied orbital energy**: 0.597 eV
**E_HOMO**: -8.60 eV

Geometry as XYZ:
```
45
Properties=species:S:1:pos:R:3:lowdin_charge:R:1
C -4.788 -2.211 -1.089 -0.08
O -5.507 -1.265 -0.332 -0.08
C -4.921 -0.066 -0.071 -0.27
C -5.685 0.842 0.668 -0.01
C -5.174 2.082 0.982 -0.08
C -3.898 2.443 0.574 -0.06
C -3.137 1.552 -0.164 -0.21
C -1.730 1.882 -0.596 -0.12
N -0.760 1.112 0.162 0.09
C -0.228 -0.040 -0.302 -0.46
O -0.474 -0.465 -1.413 0.06
C 0.735 -0.702 0.682 -0.17
C 2.142 -0.240 0.390 -0.19
C 3.003 0.065 1.437 -0.03
C 4.305 0.465 1.198 -0.10
C 4.752 0.571 -0.108 -0.68
Cl 6.379 1.073 -0.418 0.67
C 3.907 0.286 -1.168 -0.09
C 2.609 -0.117 -0.914 -0.02
C 0.591 -2.246 0.673 -0.36
C 1.124 -2.897 -0.598 -0.06
C 1.285 -2.839 1.898 -0.07
C -3.647 0.299 -0.485 0.03
H -4.556 -1.832 -2.089 0.10
H -5.440 -3.078 -1.173 0.09
H -3.858 -2.504 -0.590 0.09
H -6.674 0.546 0.979 0.12
H -5.772 2.777 1.552 0.10
H -3.503 3.416 0.824 0.10
H -1.520 2.946 -0.461 0.12
H -1.586 1.611 -1.645 0.13
H -0.601 1.391 1.117 0.15
H 0.470 -0.368 1.692 0.14
H 2.658 -0.013 2.458 0.12
H 4.968 0.695 2.017 0.10
H 4.262 0.379 -2.182 0.11
H 1.950 -0.332 -1.740 0.12
H -0.482 -2.458 0.744 0.14
H 0.645 -2.465 -1.471 0.07
H 0.912 -3.964 -0.578 0.08
H 2.200 -2.761 -0.678 0.08
H 2.353 -2.632 1.865 0.08
H 0.878 -2.427 2.819 0.08
H 1.147 -3.917 1.918 0.08
H -3.029 -0.371 -1.060 0.10
```

No. 8
Below is C19H22F2N2O4 as an isolated structure, with properties calculated with ωB97M-V with the def2-TZVPD basis set.

Computed properties:
**Gap between HOMO and LUMO**: 0.3263 hartree
**Lowest unoccupied orbital energy**: 0.309 eV
**E_HOMO**: -8.57 eV

Geometry as XYZ:
```
49
Properties=species:S:1:pos:R:3:lowdin_charge:R:1
C -4.424 -1.471 1.486 -0.08
C -4.337 0.031 1.216 -0.21
H -5.356 0.475 1.034 0.12
H -4.059 0.488 2.099 0.07
C -3.631 0.304 -0.140 -0.14
N -2.327 -0.022 0.182 -0.03
C -1.966 -1.148 -0.405 -0.35
O -2.575 -1.507 -1.572 -0.07
C -0.603 -1.586 -0.338 -0.04
N -0.108 -1.904 0.968 0.04
O 0.992 -2.272 0.913 0.05
C 1.287 -2.509 -0.501 -0.21
C 0.422 -2.274 -1.294 0.08
H 0.369 -1.948 -2.209 0.09
C 2.724 -3.198 -0.835 0.08
O 3.671 -2.640 0.238 0.01
C 3.790 -1.415 0.315 -0.26
C 3.414 -0.371 -0.646 -0.04
C 3.605 1.150 -0.549 0.15
C 3.835 1.523 0.891 -0.20
C 4.152 0.581 1.687 -0.18
C 4.019 -0.672 1.669 -0.01
H 4.374 -1.375 2.332 0.09
H 4.424 1.002 2.923 0.22
F 3.897 2.972 0.777 -0.04
H 3.347 1.764 -1.280 0.05
F 3.126 -0.897 -1.979 -0.06
H 2.986 -2.893 -1.806 0.10
H 2.684 -4.285 -0.350 0.18
C -1.376 0.739 1.120 0.06
H -0.898 0.180 1.660 0.02
H -2.056 1.424 1.524 0.11
C -0.303 1.663 0.348 -0.36
C -0.927 2.658 -0.527 -0.17
H -0.884 3.664 0.035 0.14
C -0.003 2.965 -1.730 -0.01
H -0.524 3.176 -2.810 0.18
C 0.229 1.288 -1.624 -0.33
H 1.104 1.063 -2.450 0.16
O 0.324 0.954 -0.465 -0.04
H -0.553 0.675 -2.173 0.13
H 0.748 3.378 -1.365 0.00
H -2.040 2.544 -0.739 0.12
H 0.305 1.855 1.125 0.13
H -3.816 1.630 -0.166 0.20
H -3.894 -0.050 -0.905 -0.01
H -4.736 -2.075 0.539 0.12
H -3.336 -1.967 1.656 0.13
H -5.096 -1.669 2.121 -0.03
```